# 1
This record from the OMol25 dataset describes a cluster of 2 separate species, C4H12NO3 in total. The level of theory is wB97M-V/def2-TZVPD.

## Properties
Energy above the lowest of the compared OMol25 structures with the same formula, charge and spin, kcal per mole: 24.27
Charge: +1
HOMO energy, Eh: -0.5487

```
20
Properties=species:S:1:pos:R:3:forces:R:3
O 0.693919 -2.076087 -0.493710 0.3 0.9 -0.9
C 0.304389 -1.093409 0.060173 -0.9 -2.1 2.0
O 0.616950 -0.816736 1.346612 0.7 1.0 0.2
C -0.910299 -0.261945 -0.280487 -1.2 0.5 -0.3
C -0.487642 1.181175 -0.637210 0.8 -0.5 -0.3
C -1.229308 2.300166 0.035891 0.9 2.1 -1.3
N -1.873806 -0.234818 0.975255 1.2 0.7 -0.7
H 1.493094 -1.151360 1.608278 -0.2 -0.2 -0.2
H -1.479581 -0.807901 -1.030271 0.0 0.3 -0.2
H -0.521086 1.346152 -1.717162 -0.1 -0.4 0.1
H 0.585486 1.214713 -0.370578 -0.5 0.4 -0.1
H -1.245772 2.198523 1.090255 0.1 0.3 1.2
H -2.232758 2.499086 -0.312083 -0.4 -0.3 -0.2
H -0.670062 3.264564 -0.245869 -0.8 -1.4 0.8
H -1.426978 0.359157 1.676504 0.1 -0.2 0.1
H -1.932009 -1.161427 1.383426 -0.5 -0.2 0.0
H -2.781216 0.223771 0.775256 0.4 -0.7 -0.1
H 3.218995 1.004931 -1.543631 -0.1 0.3 0.3
H 2.761728 -0.396210 -1.549492 -0.2 -0.2 0.3
O 2.627266 0.421562 -1.048921 0.3 -0.3 -0.6
```
Forces are in eV/Å.

Per-atom Löwdin charges, elementary charge units:
1. O 0.1788
2. C -0.5112
3. O 0.1085
4. C -0.1299
5. C -0.1859
6. C -0.0907
7. N 0.2338
8. H 0.1596
9. H 0.1640
10. H 0.1351
11. H 0.1003
12. H 0.0547
13. H 0.0816
14. H 0.1319
15. H 0.1416
16. H 0.1704
17. H 0.1853
18. H 0.0624
19. H 0.0559
20. O -0.0462


# 2
This record from the OMol25 dataset describes a structure of composition C34H45As2N3OOsS. The level of theory is wB97M-V/def2-TZVPD.

## Properties
Charge: +4
HOMO energy (spin up / spin down), Eh: -0.7042 / -0.7042

```
87
Properties=species:S:1:pos:R:3:forces:R:3
Os -0.867541 0.377221 0.511828 0.0 0.7 0.9
N -2.224001 -0.713082 1.859208 -0.1 -0.1 -0.2
C -3.168956 0.161283 2.588567 0.1 0.0 0.1
C -2.324692 1.293336 3.102719 -0.2 0.1 0.2
N -1.555685 1.916252 1.970380 0.0 -0.6 -0.1
C -2.262564 3.055889 1.336501 -0.1 0.3 0.0
C -3.057086 2.501054 0.198110 -0.2 0.2 0.0
N -2.063600 1.724964 -0.579928 -0.2 -0.1 -0.4
H -2.727741 -1.489915 1.433772 -0.1 0.0 -0.1
H -1.592943 -1.129761 2.544904 0.0 -0.1 0.0
H -3.679399 -0.355349 3.402039 0.1 -0.1 0.0
H -3.932826 0.496634 1.895441 -0.1 0.0 0.0
H -1.600202 0.928214 3.832040 0.0 -0.1 0.0
H -2.945860 2.033600 3.607518 0.1 0.2 -0.1
H -0.686573 2.264982 2.366850 0.0 0.2 0.0
H -1.514684 3.760786 0.967338 0.0 0.0 0.0
H -2.888149 3.597797 2.045676 0.0 -0.1 0.1
H -3.497927 3.298489 -0.402385 0.1 0.0 -0.1
H -3.867948 1.846052 0.500122 0.0 0.0 0.0
H -1.388451 2.397219 -0.940286 -0.1 0.1 -0.2
H -2.532721 1.310614 -1.382702 -0.1 0.2 -0.1
C -1.116998 -0.206839 -3.068557 0.1 0.3 0.0
C -0.244626 1.050554 -2.904096 -0.2 -0.2 0.0
As 0.839152 0.922553 -1.293728 0.4 0.4 -0.2
C 2.196948 -0.340849 -1.765975 0.0 -0.1 0.1
C 2.395134 -0.711249 -3.093044 0.1 0.0 0.0
C 3.472422 -1.526747 -3.418989 0.0 0.0 0.0
C 4.338486 -1.968693 -2.429159 0.0 0.0 0.0
C 4.129565 -1.606698 -1.102027 0.0 0.0 0.0
C 3.062072 -0.788245 -0.771218 -0.1 -0.1 0.0
C 1.722387 2.598551 -1.061992 0.0 0.1 0.1
C 2.717821 2.964054 -1.966296 0.0 0.1 0.0
C 3.354586 4.187128 -1.813089 0.0 0.0 0.0
C 3.026612 5.021603 -0.749901 0.0 0.0 0.0
C 2.031946 4.657794 0.149238 0.0 0.0 0.0
C 1.379607 3.442185 -0.007166 0.0 0.1 -0.1
As -1.555101 -1.083519 -1.368994 0.1 -1.0 -0.5
C -3.312475 -1.797476 -1.501081 -0.2 0.2 0.2
C -4.368557 -1.303180 -0.736330 0.0 0.1 -0.2
C -5.635954 -1.843310 -0.898308 0.0 0.0 0.0
C -5.833806 -2.871139 -1.813217 0.0 0.0 0.0
C -4.780957 -3.337991 -2.592224 0.0 -0.1 0.0
C -3.505025 -2.817457 -2.431553 -0.1 0.1 0.0
C -0.372294 -2.581932 -1.142361 0.2 0.0 0.4
C 0.342527 -3.152734 -2.200111 -0.2 0.3 0.2
C 1.145740 -4.249315 -1.957492 0.1 -0.3 0.4
C 1.244930 -4.783019 -0.666125 -0.1 0.2 -0.1
C 0.543360 -4.207801 0.395885 0.3 -0.3 -0.3
C -0.266040 -3.116530 0.157916 -0.1 0.4 -0.4
H -0.608033 -0.965946 -3.658909 0.0 0.0 0.0
H -2.053079 0.012929 -3.581607 -0.1 0.0 0.0
H -0.847508 1.953974 -2.835652 0.0 0.1 -0.1
H 0.402826 1.207872 -3.763922 0.1 0.0 0.0
H 1.751161 -0.364469 -3.890415 0.0 0.0 0.0
H 3.643036 -1.800564 -4.452290 0.0 0.0 0.0
H 5.185978 -2.588134 -2.692310 0.0 0.0 0.0
H 4.808938 -1.953957 -0.334201 0.0 0.0 0.0
H 2.900976 -0.502477 0.259218 0.0 0.0 -0.1
H 2.998331 2.312129 -2.784763 0.0 0.0 0.0
H 4.110511 4.490040 -2.525535 0.0 0.0 0.0
H 3.556687 5.955717 -0.617233 -0.1 0.0 0.0
H 1.768723 5.322866 0.962234 0.0 0.0 0.0
H 0.595481 3.153296 0.687426 0.0 0.0 0.0
H -4.219552 -0.479920 -0.043677 0.0 0.0 0.0
H -6.468405 -1.465755 -0.319263 0.0 0.0 0.0
H -6.813195 -3.319589 -1.912241 0.0 0.1 -0.1
H -4.950716 -4.120249 -3.320112 0.0 0.0 0.0
H -2.686584 -3.213627 -3.021313 0.0 0.0 0.0
H 0.264047 -2.775746 -3.209651 0.0 0.0 0.0
H 1.688302 -4.710904 -2.773121 -0.1 0.0 0.0
H 1.852666 -5.663779 -0.496212 0.0 0.1 0.0
H 0.616933 -4.633305 1.387914 0.0 0.0 0.0
H -0.843329 -2.698098 0.973156 0.0 0.0 0.0
O 0.572643 0.280230 1.918683 0.4 -0.4 0.3
S 1.511258 1.182705 2.820658 -0.1 -0.2 -0.2
C 3.208400 0.662112 2.545503 0.2 0.0 0.0
C 3.824932 0.812869 3.934545 -0.2 0.0 0.1
C 2.866719 0.110349 4.905697 0.0 0.0 0.0
C 1.427654 0.482204 4.498684 0.0 0.0 0.2
H 3.652694 1.285165 1.770084 0.0 0.0 0.0
H 3.155454 -0.382063 2.229793 0.0 0.0 0.1
H 3.939029 1.868897 4.190023 0.0 0.0 0.0
H 4.818488 0.368897 3.949693 0.0 0.0 0.0
H 3.053180 0.423532 5.930237 0.0 0.0 0.0
H 3.000596 -0.969399 4.864488 0.0 0.0 -0.1
H 1.002701 1.259747 5.134160 0.0 0.0 0.0
H 0.740177 -0.363555 4.462517 0.0 0.0 0.0
```
Forces are in eV/Å.

Per-atom Löwdin charges, elementary charge units:
1. Os 1.1862
2. N -0.0692
3. C -0.1691
4. C -0.1227
5. N -0.1263
6. C -0.1304
7. C -0.1417
8. N -0.1186
9. H 0.0921
10. H 0.1094
11. H 0.1576
12. H 0.1012
13. H 0.1270
14. H 0.1532
15. H 0.0715
16. H 0.1338
17. H 0.1577
18. H 0.1628
19. H 0.1129
20. H 0.0784
21. H 0.0893
22. C -0.3257
23. C -0.3653
24. As 1.2173
25. C -0.3816
26. C -0.1038
27. C -0.0294
28. C -0.0188
29. C -0.0319
30. C -0.0978
31. C -0.3807
32. C -0.0667
33. C -0.0154
34. C -0.0138
35. C -0.0453
36. C -0.1531
37. As 1.2073
38. C -0.3820
39. C -0.1271
40. C -0.0337
41. C -0.0052
42. C -0.0123
43. C -0.0709
44. C -0.3682
45. C -0.0918
46. C -0.0172
47. C 0.0026
48. C -0.0361
49. C -0.1172
50. H 0.0704
51. H 0.1007
52. H 0.0745
53. H 0.0937
54. H 0.1018
55. H 0.1315
56. H 0.1322
57. H 0.1244
58. H 0.0581
59. H 0.1172
60. H 0.1338
61. H 0.1340
62. H 0.1232
63. H 0.0404
64. H 0.0620
65. H 0.1273
66. H 0.1360
67. H 0.1350
68. H 0.1169
69. H 0.1045
70. H 0.1340
71. H 0.1335
72. H 0.1259
73. H 0.0690
74. O -0.7138
75. S 1.0830
76. C -0.2932
77. C -0.1887
78. C -0.1750
79. C -0.2623
80. H 0.1121
81. H 0.1048
82. H 0.1356
83. H 0.1454
84. H 0.1386
85. H 0.1321
86. H 0.1077
87. H 0.1028


# 3
This record from the OMol25 dataset describes a structure of composition C33H47N4PdSSi. The level of theory is wB97M-V/def2-TZVPD.

## Properties
Energy above the lowest of the compared OMol25 structures with the same formula, charge and spin, kcal per mole: 28.79
Charge: +1
HOMO energy (spin up / spin down), Eh: -0.3766 / -0.3787

```
87
Properties=species:S:1:pos:R:3:forces:R:3
Pd 0.515446 -0.493515 -0.495253 0.3 2.6 0.6
C 2.446379 -3.592507 0.072014 -0.3 0.2 0.1
C 1.744944 -2.933399 1.271009 -0.1 -0.2 -0.2
N 0.395128 -2.419399 0.973410 0.3 -0.6 0.2
C -0.600343 -3.464319 0.763545 0.0 0.0 -0.1
C -0.684738 -4.041072 -0.664518 0.0 0.3 -0.1
S -0.272620 -2.916849 -2.051489 0.3 -0.2 0.0
C 1.148325 -3.790858 -2.794320 -0.1 0.2 0.1
C 2.539377 -3.267878 -2.386852 -0.2 0.0 0.1
N 2.534900 -2.686534 -1.063049 0.3 0.1 0.1
H 3.436473 -3.928106 0.401796 0.0 -0.1 0.1
H 1.895748 -4.487347 -0.221567 0.1 0.0 0.0
H 1.688975 -3.682113 2.073059 0.1 0.0 0.0
H 2.347932 -2.094984 1.621730 0.0 0.0 0.0
H 0.090290 -1.866743 1.764163 0.0 0.0 0.1
H -0.414427 -4.314264 1.434770 -0.1 0.0 0.0
H -1.570390 -3.047175 1.030263 0.0 0.0 0.0
H -0.040148 -4.909228 -0.776801 -0.1 0.0 0.0
H -1.705891 -4.374764 -0.843468 0.0 -0.1 0.1
H 1.029814 -4.843588 -2.544342 0.0 0.0 0.0
H 1.017709 -3.701279 -3.871475 0.0 -0.1 0.0
H 3.252974 -4.096685 -2.487728 0.0 0.0 -0.1
H 2.845729 -2.485385 -3.083086 0.0 0.0 0.0
H 3.335490 -2.086952 -0.941120 0.1 0.1 0.0
C 0.545083 1.435757 0.717187 0.1 -1.3 -1.1
Si -1.246233 1.767875 1.059940 -0.3 -0.1 -0.3
C -2.067672 1.441024 -0.628662 -0.1 0.2 0.5
N -1.736729 0.114574 -1.178541 0.8 -0.5 0.3
C -1.833422 0.085123 -2.670539 0.0 -0.2 -0.3
C -2.970066 -0.788692 -3.201484 -0.1 0.1 0.1
C -4.263423 -0.509319 -2.439293 0.1 0.0 0.0
C -4.080283 -0.795315 -0.935070 0.1 0.1 0.0
C -2.595419 -0.923924 -0.570566 -0.4 0.1 -0.1
C -1.863151 0.604385 2.407558 0.2 0.2 -0.1
C -3.220747 0.487615 2.714201 0.0 0.0 -0.1
C -3.660986 -0.377965 3.704027 -0.1 0.0 0.0
C -2.748676 -1.150762 4.409353 0.0 0.0 0.0
C -1.393630 -1.039834 4.130172 0.0 -0.1 0.1
C -0.959076 -0.164767 3.144309 0.0 0.1 0.0
C -1.537081 3.574395 1.488859 0.1 -0.3 0.1
C -2.010053 3.968165 2.741236 0.0 -0.1 0.0
C -2.124912 5.311127 3.068825 0.0 0.1 0.1
C -1.759248 6.284299 2.150774 0.0 0.0 0.0
C -1.286107 5.910867 0.899718 0.0 0.0 0.0
C -1.174490 4.568213 0.575740 0.0 0.0 0.0
H 1.201921 1.292996 1.572333 0.0 0.0 0.0
H 0.999500 2.145198 0.026193 0.0 0.1 0.1
H -1.676759 2.208170 -1.301668 0.1 0.0 0.0
H -3.154106 1.593961 -0.590119 0.0 0.1 -0.1
H -0.885763 -0.259518 -3.090282 0.0 0.0 0.1
H -1.992119 1.107537 -3.017671 0.0 0.0 0.0
H -2.706000 -1.842956 -3.118326 0.0 0.0 0.0
H -3.101429 -0.575572 -4.263434 0.0 0.0 0.0
H -5.070858 -1.119247 -2.843970 0.0 0.1 0.0
H -4.547000 0.535082 -2.593298 0.0 0.0 0.0
H -4.564410 -1.733789 -0.657809 0.0 0.0 0.0
H -4.554375 -0.015331 -0.337498 0.0 0.0 0.0
H -2.242733 -1.888038 -0.924331 0.1 0.0 0.1
H -2.473068 -0.884406 0.509465 0.1 -0.1 0.0
H -3.946047 1.083991 2.168926 0.0 0.0 0.0
H -4.717102 -0.446945 3.931566 0.0 0.0 0.0
H -3.090463 -1.828839 5.180188 0.0 0.0 0.0
H -0.675242 -1.626049 4.690494 0.0 0.0 0.0
H 0.105345 -0.058865 2.960487 0.0 0.0 0.0
H -2.292884 3.214226 3.467952 0.0 0.0 0.0
H -2.497254 5.598742 4.043755 0.0 0.0 0.0
H -1.837654 7.331933 2.410090 0.0 0.0 0.0
H -1.001968 6.667780 0.179796 0.0 0.0 0.0
H -0.797758 4.293485 -0.405109 0.0 0.0 0.0
C 4.656210 0.787195 1.606086 0.1 0.0 0.0
C 4.584971 1.249465 0.187020 -0.4 -0.2 0.1
C 5.558999 2.041763 -0.367637 0.3 0.2 0.0
C 5.453334 2.492850 -1.680820 -0.2 -0.2 0.1
C 4.348992 2.166775 -2.465744 0.1 0.1 -0.2
C 3.333587 1.381942 -1.976229 -0.2 -0.2 0.3
C 2.153591 1.036388 -2.826588 0.2 0.1 -0.1
C 3.427603 0.871245 -0.608588 0.3 0.3 -0.7
N 2.542768 0.084951 -0.073348 -1.2 -0.7 0.1
H 5.581569 1.113427 2.076324 0.0 0.0 0.0
H 4.589275 -0.300332 1.660115 0.0 0.0 0.0
H 3.814211 1.185827 2.173181 0.0 0.0 0.0
H 6.421111 2.319312 0.225954 0.0 0.0 0.0
H 6.240246 3.105453 -2.100828 0.0 0.0 0.0
H 4.291092 2.536543 -3.482257 0.0 0.0 0.0
H 2.322027 1.335896 -3.860511 0.0 0.0 0.0
H 1.262730 1.552467 -2.456789 0.0 -0.1 0.0
H 1.945158 -0.032612 -2.795504 -0.1 0.0 0.0
```
Forces are in eV/Å.

Per-atom Löwdin charges, elementary charge units:
1. Pd 0.7125
2. C -0.1959
3. C -0.1943
4. N -0.1250
5. C -0.2565
6. C -0.4106
7. S 0.9043
8. C -0.4195
9. C -0.2690
10. N -0.1221
11. H 0.1248
12. H 0.1030
13. H 0.1181
14. H 0.0982
15. H 0.0621
16. H 0.1229
17. H 0.1038
18. H 0.0598
19. H 0.0767
20. H 0.0708
21. H 0.0724
22. H 0.1197
23. H 0.1093
24. H 0.0911
25. C -0.1709
26. Si 0.6418
27. C -0.2229
28. N -0.2308
29. C -0.1955
30. C -0.1884
31. C -0.1720
32. C -0.1554
33. C -0.2166
34. C -0.2667
35. C -0.1037
36. C -0.0690
37. C -0.0721
38. C -0.0782
39. C -0.1210
40. C -0.2438
41. C -0.0901
42. C -0.0773
43. C -0.0778
44. C -0.0814
45. C -0.1046
46. H 0.0049
47. H 0.0098
48. H 0.0823
49. H 0.0931
50. H 0.0777
51. H 0.1169
52. H 0.0794
53. H 0.1200
54. H 0.1106
55. H 0.1123
56. H 0.1172
57. H 0.0964
58. H 0.0505
59. H 0.0919
60. H 0.1116
61. H 0.1092
62. H 0.1079
63. H 0.1082
64. H 0.0882
65. H 0.0971
66. H 0.1068
67. H 0.1068
68. H 0.1052
69. H 0.0949
70. C -0.0300
71. C -0.1723
72. C -0.0269
73. C -0.0024
74. C -0.0305
75. C -0.1668
76. C -0.0437
77. C -0.3253
78. N 0.1006
79. H 0.0850
80. H 0.0824
81. H 0.0866
82. H 0.1207
83. H 0.1216
84. H 0.1200
85. H 0.0889
86. H 0.0777
87. H 0.0554


# 4
This record from the OMol25 dataset describes a structure of composition C6H12N4O4STl. The level of theory is wB97M-V/def2-TZVPD.

## Properties
Energy above the lowest of the compared OMol25 structures with the same formula, charge and spin, kcal per mole: 1.65
Charge: -1
HOMO energy, Eh: -0.1953

```
28
Properties=species:S:1:pos:R:3:forces:R:3
Tl -3.035023 0.145222 1.841991 0.4 0.1 1.1
O -4.540593 -0.137521 -1.941541 0.0 0.0 0.1
S -4.042248 -0.010170 -0.590286 -0.5 0.1 -1.0
O -5.080321 0.393188 0.407585 0.0 -0.1 -0.1
O -3.437549 -1.295113 -0.072413 0.1 0.1 0.0
O -2.944555 1.025202 -0.478928 0.0 -0.1 0.0
C 0.799882 -0.663264 1.559477 0.1 0.0 0.0
N 2.109911 -0.634322 0.890397 0.0 0.0 0.1
C 1.969388 -1.340202 -0.389654 0.0 0.0 0.0
N 0.953245 -0.746421 -1.248457 -0.1 0.0 -0.1
C -0.332434 -0.777558 -0.534456 0.0 0.0 0.1
N -0.247528 -0.054083 0.749513 0.0 -0.1 -0.1
C 0.125892 1.333645 0.456425 0.0 -0.1 0.0
N 1.417846 1.414577 -0.240854 0.0 0.1 0.0
C 2.423444 0.768798 0.600043 0.0 0.0 0.0
C 1.306930 0.650702 -1.488402 0.0 0.0 0.0
H 0.886258 -0.122609 2.506756 0.0 0.0 0.0
H 0.534339 -1.701932 1.771185 0.0 0.0 0.0
H 1.692770 -2.377368 -0.185486 0.0 0.0 0.0
H 2.935773 -1.328076 -0.902909 0.0 0.0 0.0
H -0.613523 -1.813768 -0.343208 0.0 0.0 0.0
H -1.114851 -0.316703 -1.128529 -0.1 0.0 -0.1
H 0.207759 1.889234 1.395954 0.0 0.0 0.0
H -0.663351 1.769252 -0.154924 0.0 0.0 0.0
H 2.483880 1.312210 1.547162 0.0 0.0 0.0
H 3.396491 0.817622 0.102923 0.0 0.0 0.0
H 2.267102 0.692407 -2.012181 0.0 0.0 0.0
H 0.541054 1.107040 -2.117191 0.0 0.0 0.0
```
Forces are in eV/Å.

Per-atom Löwdin charges, elementary charge units:
1. Tl 0.8304
2. O -0.3561
3. S 0.1387
4. O -0.5057
5. O -0.5160
6. O -0.5127
7. C -0.1901
8. N -0.0938
9. C -0.1917
10. N -0.0879
11. C -0.1665
12. N -0.1433
13. C -0.1857
14. N -0.0906
15. C -0.1945
16. C -0.1767
17. H 0.1224
18. H 0.1258
19. H 0.1207
20. H 0.1174
21. H 0.1285
22. H 0.1066
23. H 0.1240
24. H 0.1131
25. H 0.1183
26. H 0.1172
27. H 0.1177
28. H 0.1305